(1)
Computed, not measured: a cluster of 3 separate species, C3H11NO2S in total in a non-equilibrium geometry, with ωB97M-V/def2-TZVPD.

## Properties
LUMO energy   -3.8 eV
Total charge   0
HOMO level   -9.18 eV
Relative energy (zero: lowest compared OMol25 entry of this formula, charge and spin)   5.8060 eV
Orbital gap   5.371 eV
F_max   3.5 eV/Å

Last column: Löwdin charge in e.
Positions of all 18 atoms, in Å:
C  0.97071  0.83397  0.51701  -0.36
O  1.90704  1.25383  -0.25029  -0.03
C  0.64463  -0.69464  0.19225  -0.42
C  -0.16117  -0.69472  -1.09822  -0.62
S  -1.80299  -0.10984  -0.79166  0.74
N  1.89078  -1.46015  0.00623  0.07
H  -0.12441  1.20370  0.34971  0.12
H  1.11293  1.00857  1.60354  0.13
H  2.51112  -0.87834  -0.53512  0.08
H  -0.01236  -1.30357  0.85969  0.14
H  0.47091  -0.09161  -1.78311  0.08
H  -0.14622  -1.73605  -1.37846  0.09
H  0.45176  2.27762  -2.03056  0.02
H  2.22923  -1.75515  0.90929  0.08
H  0.03701  2.75228  -2.41767  0.05
H  -1.78517  0.43810  1.29801  -0.09
H  -2.12289  0.48508  2.82915  0.04
O  -1.39564  0.48103  2.20052  -0.11

(2)
Computed, not measured: a structure of composition C4H8N2 in a non-equilibrium geometry, with ωB97M-V/def2-TZVPD.

## Properties
LUMO energy   1.0 eV
Total charge   0
HOMO level   -7.75 eV
Relative energy (zero: lowest compared OMol25 entry of this formula, charge and spin)   3.0690 eV
Orbital gap   8.731 eV
F_max   3.1 eV/Å

Last column: Löwdin charge in e.
Positions of all 14 atoms, in Å:
C  -0.97384  1.66477  0.08739  -0.07
C  -0.47823  0.23267  0.32628  -0.26
N  0.04796  -0.39507  -0.79005  -0.07
C  0.85149  -1.53548  -0.41595  -0.25
C  1.69928  -1.19825  0.88076  -0.11
N  1.06054  -0.22989  1.39698  0.02
H  -1.83438  1.70663  -0.60726  0.08
H  -0.19250  2.29593  -0.35127  0.07
H  -1.31248  2.14106  1.01231  0.07
H  1.02431  0.45372  2.11042  0.08
H  -1.22212  -0.38005  0.84938  0.12
H  0.58956  0.26593  -1.33929  0.12
H  1.44681  -1.86082  -1.27178  0.10
H  0.19593  -2.36265  -0.11154  0.10

(3)
Computed, not measured: an isolated molecule of C3H9NS in a non-equilibrium geometry, with ωB97M-V/def2-TZVPD.

## Properties
LUMO energy   1.0 eV
Total charge   0
Structure (SMILES)   NCCCS
HOMO level   -9.03 eV
Relative energy (zero: lowest compared OMol25 entry of this formula, charge and spin)   0.6363 eV
Orbital gap   10.054 eV
F_max   2.0 eV/Å

Last column: Löwdin charge in e.
Positions of all 14 atoms, in Å:
C  0.03670  -1.08581  -0.14819  -0.27
C  -0.41321  0.29521  -0.69780  -0.26
C  -0.33366  1.43594  0.33615  -0.53
S  -1.46596  1.27426  1.81264  0.66
N  1.48820  -1.29261  -0.47709  -0.02
H  -0.62781  -1.80304  -0.62502  0.10
H  -0.03338  -1.08598  0.93407  0.08
H  0.21232  0.70127  -1.49335  0.10
H  -1.45557  0.18453  -0.98104  0.10
H  -0.61556  2.33264  -0.20824  0.06
H  0.59016  1.50428  0.89927  0.06
H  -0.62792  0.63450  2.60007  -0.18
H  1.63046  -0.80127  -1.35842  0.05
H  1.61522  -2.29393  -0.59304  0.06

(4)
Computed, not measured: an isolated molecule of C4H7NO, with ωB97M-V/def2-TZVPD.

## Properties
LUMO energy (alpha / beta)   1.0 / 1.0 eV
Total charge   0
HOMO level (alpha / beta)   -6.45 / -6.69 eV
Relative energy (zero: lowest compared OMol25 entry of this formula, charge and spin)   3.9283 eV
Orbital gap (alpha / beta)   7.453 / 7.642 eV
F_max   0.7 eV/Å

Last column: Löwdin charge in e.
Positions of all 13 atoms, in Å:
C  0.60595  -1.01059  0.20915  -0.18
C  -0.74755  -1.18731  -0.39477  -0.15
O  -1.48746  -0.13164  -0.68183  -0.01
C  -1.22954  1.09296  -0.33802  -0.21
N  -0.08086  1.38932  0.38076  -0.03
C  1.03490  0.47450  0.15525  -0.20
H  0.64442  -1.34500  1.25514  0.10
H  1.33777  -1.62991  -0.33211  0.11
H  -1.08117  -2.07739  -0.90778  0.10
H  -0.25476  1.56323  1.36519  0.12
H  -1.98038  1.82107  -0.60211  0.12
H  1.79358  0.67708  0.91689  0.11
H  1.48234  0.70618  -0.81684  0.12

(5)
Computed, not measured: a cluster of 2 separate species, C5H8ClN3O3 in total in a non-equilibrium geometry, with ωB97M-V/def2-TZVPD.

## Properties
LUMO energy   -0.4 eV
Total charge   0
HOMO level   -8.21 eV
Relative energy (zero: lowest compared OMol25 entry of this formula, charge and spin)   4.5154 eV
Orbital gap   7.791 eV
F_max   3.4 eV/Å

Last column: Löwdin charge in e.
Positions of all 20 atoms, in Å:
C  1.01274  -0.67119  0.01678  -0.13
C  -1.82229  0.17943  0.94747  -0.76
C  -0.42755  -2.11008  -1.43019  -0.04
C  2.47003  1.11267  0.66854  0.03
C  -0.78872  1.01252  0.45302  -0.13
N  -1.88421  -0.04364  2.15253  0.08
N  0.63328  -1.59466  -0.61877  0.17
N  -0.47516  1.39624  -0.83126  -0.46
O  0.35940  2.28750  -1.05007  -0.02
O  -1.00156  0.79819  -1.74433  -0.04
O  1.83169  -0.16577  0.82557  0.04
Cl  -3.12856  -0.36833  -0.21135  0.61
H  -0.35087  -1.46019  -2.25197  0.07
H  -1.44007  -2.04656  -0.84565  0.08
H  -0.12465  -3.05778  -1.79851  0.08
H  2.82816  1.32706  1.71745  0.13
H  1.80314  1.80482  0.28438  0.03
H  3.34405  0.90971  0.02676  0.12
H  -0.22331  1.36398  1.20425  0.08
H  -2.61554  -0.67392  2.48537  0.06

(6)
Computed, not measured: a structure of composition C18H26N4RuS2Si2 in a non-equilibrium geometry, with ωB97M-V/def2-TZVPD.

## Properties
LUMO energy (alpha / beta)   0.1 / -1.1 eV
⟨S²⟩   6.04
Total charge   0
HOMO level (alpha / beta)   -5.70 / -7.78 eV
Orbital gap (alpha / beta)   5.802 / 6.712 eV
Spin multiplicity   5
F_max   1.8 eV/Å

Last column: Löwdin charge in e.
Positions of all 53 atoms, in Å:
Ru  -0.36425  -0.77483  0.67577  0.57
C  1.84928  -4.41955  -0.03149  -0.03
C  1.16111  -3.09312  -0.13264  -0.29
N  -0.05032  -2.81941  0.40275  -0.13
N  -0.68640  -3.67223  1.27920  0.00
C  -1.70107  -3.22551  1.99390  -0.80
N  -2.38901  -4.14889  2.72923  0.08
S  -2.22518  -1.60511  1.96226  0.66
C  1.72200  -2.02927  -0.87831  -0.24
C  2.88718  -2.16908  -1.66286  -0.02
C  3.30798  -1.13254  -2.45468  -0.07
C  2.57848  0.06346  -2.48921  -0.07
C  1.48266  0.17384  -1.66421  -0.16
N  1.06790  -0.80580  -0.85645  -0.05
H  1.27809  -5.15035  0.53923  0.06
H  2.81784  -4.31697  0.46417  0.10
H  2.02469  -4.85426  -1.01822  0.09
H  -0.44122  -4.65073  1.29714  0.14
H  -1.88505  -4.94693  3.08322  0.10
H  -3.03699  -3.74877  3.38893  0.09
H  3.43668  -3.10011  -1.64153  0.10
H  4.20145  -1.24257  -3.05639  0.11
H  2.86974  0.89445  -3.11531  0.10
H  0.91110  1.09233  -1.61470  0.10
C  -1.99646  -0.19810  -2.32971  -0.21
Si  -1.95190  0.49113  -0.58755  0.42
C  -3.73547  0.61211  -0.06529  -0.25
C  -1.27672  2.23314  -0.63895  -0.33
C  -1.79460  3.19307  -1.52055  -0.10
C  -1.28921  4.48343  -1.56364  -0.09
C  -0.25299  4.83719  -0.70730  -0.09
C  0.26117  3.90145  0.17929  -0.11
C  -0.23778  2.58768  0.22662  -0.30
Si  0.62257  1.47479  1.54623  0.22
C  2.44308  1.80922  1.19583  -0.23
C  0.17828  2.38301  3.11877  -0.24
H  -2.68140  0.40369  -2.94127  0.03
H  -2.36535  -1.22879  -2.32622  0.03
H  -1.01161  -0.18972  -2.80159  0.01
H  -4.24543  1.30467  -0.74355  0.03
H  -3.83869  0.99539  0.95383  0.03
H  -4.23684  -0.35835  -0.11953  0.02
H  -2.60674  2.92486  -2.19153  0.10
H  -1.69702  5.20946  -2.25651  0.10
H  0.15381  5.84128  -0.72961  0.10
H  1.06901  4.20232  0.83991  0.09
H  2.70438  2.81988  1.53093  0.03
H  2.68521  1.74500  0.13193  0.02
H  3.07246  1.10060  1.73426  0.01
H  0.38993  3.45176  3.00271  0.03
H  0.75535  1.99246  3.95882  0.02
H  -0.88592  2.27667  3.35462  0.03
S  0.95219  -0.61736  2.54926  0.22

(7)
Computed, not measured: a cluster of 2 separate species, C8H11N3O3S in total in a non-equilibrium geometry, with ωB97M-V/def2-TZVPD.

## Properties
LUMO energy (alpha / beta)   -0.5 / -2.7 eV
⟨S²⟩   2.04
Total charge   0
HOMO level (alpha / beta)   -6.85 / -9.19 eV
Relative energy (zero: lowest compared OMol25 entry of this formula, charge and spin)   1.9179 eV
Orbital gap (alpha / beta)   6.324 / 6.502 eV
Spin multiplicity   3
F_max   5.8 eV/Å

Last column: Löwdin charge in e.
Positions of all 26 atoms, in Å:
C  0.31324  0.71676  1.31655  0.02
C  -1.00699  1.00936  1.24224  -0.03
C  0.02756  -1.15575  -0.31371  0.01
C  -1.28321  -1.07049  -0.16473  -0.15
C  0.90048  -0.31707  0.40012  -0.28
C  -1.92036  0.01856  0.61317  -0.30
C  -2.83686  -0.55425  1.69792  -0.06
C  2.38344  2.17122  -2.18009  -0.52
N  2.14799  -0.59420  0.62145  0.11
N  -2.06195  -2.06297  -0.82825  -0.35
N  3.32986  -0.28900  0.61022  -0.09
O  -1.46864  -2.99818  -1.34635  0.06
O  4.26770  -0.80538  1.12116  0.09
O  -3.27188  -1.84973  -0.91941  0.05
S  2.03644  0.46977  -2.46768  0.68
H  1.01014  1.29826  1.72664  0.06
H  -1.40797  1.85917  1.91549  0.15
H  0.52791  -1.95554  -0.92627  0.15
H  3.11653  0.09544  -1.74144  -0.14
H  -2.60407  0.57868  -0.22901  0.21
H  -2.40981  -1.04769  2.62816  0.12
H  -3.62561  -1.19776  1.31978  0.07
H  -3.31604  0.21691  2.18086  0.04
H  1.33516  2.60833  -1.68627  0.09
H  2.62693  2.59478  -3.14814  0.01
H  3.19001  2.26074  -1.44243  0.02

(8)
Computed, not measured: a structure of composition C18H43N6O7Zr in a non-equilibrium geometry, with ωB97M-V/def2-TZVPD.

## Properties
LUMO energy   -10.5 eV
Total charge   +3
HOMO level   -15.58 eV
Orbital gap   5.072 eV
F_max   10.5 eV/Å

Last column: Löwdin charge in e.
Positions of all 75 atoms, in Å:
Zr  -0.40307  2.10160  1.23935  2.22
O  0.55227  0.44384  0.57394  -0.32
H  0.66297  -0.44337  0.24039  0.01
C  -0.71008  -0.92751  3.08180  -0.24
O  -0.88074  0.28266  2.79444  -0.17
N  -1.70089  -1.72170  3.45023  -0.14
C  -1.39954  -3.14601  3.52327  -0.01
C  -3.08409  -1.32859  3.38858  -0.01
H  0.26101  -1.42925  3.11279  0.16
H  -1.68163  -3.64508  2.59343  0.10
H  -2.01883  -3.61142  4.29694  0.11
H  -0.41603  -3.49176  3.83913  0.11
H  -3.65807  -1.74498  4.21409  0.12
H  -3.26759  -0.25836  3.40894  0.09
H  -3.48481  -1.68145  2.43249  0.10
C  2.19861  3.77317  -0.08445  -0.21
O  1.46443  2.89256  0.44432  -0.22
N  3.12483  3.47311  -0.96416  -0.13
C  4.14453  4.42824  -1.37072  0.00
C  3.32827  2.13124  -1.54201  0.02
H  2.16238  4.84693  0.11860  0.17
H  4.09445  4.73031  -2.41383  0.12
H  5.13055  4.06565  -1.08218  0.12
H  4.02078  5.33204  -0.76525  0.11
H  2.53079  1.47178  -1.20623  0.08
H  3.26696  2.25035  -2.62404  0.11
H  4.32921  1.79094  -1.29424  0.11
C  4.17303  -1.71730  3.13364  -0.32
O  3.25139  -2.46504  2.82095  -0.02
N  4.45181  -0.58278  2.47205  -0.19
C  5.62212  0.23835  2.84958  -0.02
C  3.66110  -0.09840  1.37898  -0.07
H  4.86525  -1.98685  3.94145  0.15
H  5.26223  0.99344  3.55697  0.09
H  6.00500  0.71432  1.95214  0.09
H  6.36445  -0.32187  3.40893  0.10
H  3.40084  0.94845  1.55501  0.08
H  4.27879  -0.09512  0.47331  0.09
H  2.81420  -0.71648  1.10689  0.06
C  0.48870  -1.89058  -1.69113  -0.35
O  -0.15151  -1.01904  -2.27431  -0.03
N  0.07761  -3.14546  -1.47113  -0.17
C  -1.26371  -3.59501  -1.82805  -0.03
C  0.94295  -4.16183  -0.87304  -0.02
H  1.51652  -1.69651  -1.33544  0.14
H  -1.91604  -3.84383  -0.99538  0.09
H  -1.11359  -4.39862  -2.55138  0.11
H  -1.72558  -2.81491  -2.43810  0.07
H  1.75469  -3.64703  -0.34627  0.09
H  0.41699  -4.74850  -0.12668  0.10
H  1.45839  -4.75541  -1.62655  0.11
C  -0.75572  2.00737  -2.15065  -0.25
O  -0.77697  2.39842  -0.95990  -0.18
N  -1.70449  2.24427  -3.02740  -0.13
C  -1.68626  1.62891  -4.34861  0.01
C  -2.87254  3.06522  -2.69804  0.01
H  0.02856  1.37473  -2.57311  0.14
H  -2.58781  1.03923  -4.50248  0.11
H  -0.78006  1.04130  -4.46660  0.10
H  -1.69210  2.44431  -5.07634  0.12
H  -3.60752  2.93762  -3.48932  0.10
H  -3.31961  2.84965  -1.73107  0.09
H  -2.60446  4.12283  -2.74171  0.11
C  -2.75453  0.08374  -0.18291  -0.24
O  -2.24250  0.95842  0.54853  -0.18
N  -4.02965  -0.22475  -0.17719  -0.13
C  -4.59863  -1.14404  -1.17203  0.01
C  -5.02798  0.39666  0.68588  0.00
H  -2.16525  -0.52053  -0.88318  0.15
H  -4.98022  -0.52495  -1.97935  0.11
H  -5.33265  -1.82503  -0.74372  0.11
H  -3.88410  -1.87108  -1.56514  0.09
H  -4.55342  1.06959  1.39900  0.09
H  -5.69464  1.02616  0.09593  0.11
H  -5.57977  -0.35698  1.24135  0.11

Look up the total charge of the third one. 0

Among the records above, which one has the highest total charge? C18H43N6O7Zr

Please write out number 4 again, unchanged.
Computed, not measured: an isolated molecule of C4H7NO, with ωB97M-V/def2-TZVPD.

## Properties
LUMO energy (alpha / beta)   1.0 / 1.0 eV
Total charge   0
HOMO level (alpha / beta)   -6.45 / -6.69 eV
Relative energy (zero: lowest compared OMol25 entry of this formula, charge and spin)   3.9283 eV
Orbital gap (alpha / beta)   7.453 / 7.642 eV
F_max   0.7 eV/Å

Last column: Löwdin charge in e.
Positions of all 13 atoms, in Å:
C  0.60595  -1.01059  0.20915  -0.18
C  -0.74755  -1.18731  -0.39477  -0.15
O  -1.48746  -0.13164  -0.68183  -0.01
C  -1.22954  1.09296  -0.33802  -0.21
N  -0.08086  1.38932  0.38076  -0.03
C  1.03490  0.47450  0.15525  -0.20
H  0.64442  -1.34500  1.25514  0.10
H  1.33777  -1.62991  -0.33211  0.11
H  -1.08117  -2.07739  -0.90778  0.10
H  -0.25476  1.56323  1.36519  0.12
H  -1.98038  1.82107  -0.60211  0.12
H  1.79358  0.67708  0.91689  0.11
H  1.48234  0.70618  -0.81684  0.12